DFT (ωB97M-V/def2-TZVPD) results for the molecule C4H5NO.

Geometry as XYZ:
```
11
Properties=species:S:1:pos:R:3:forces:R:3
O -1.51707 0.61064 -1.09587 -0.117 0.206 -0.313
C -0.48433 0.85781 0.93211 0.251 -0.368 0.022
C -0.23476 0.87854 -0.56444 0.075 0.155 0.036
N 0.64610 -0.26736 -0.85530 -0.100 -0.268 0.161
C 0.78150 -0.95682 0.26425 0.001 0.152 -0.241
C 0.11099 -0.33694 1.33316 -0.094 0.151 0.181
H -2.10933 1.05430 -0.46604 -0.034 -0.217 -0.144
H 0.19636 1.78098 -1.01667 0.053 -0.091 0.295
H 1.05761 -0.50427 -1.74503 -0.125 -0.010 0.113
H 1.35012 -1.88561 0.26784 -0.091 0.143 -0.011
H 0.01658 -0.80045 2.30943 0.181 0.146 -0.099
```
Positions in Å, forces in eV/Å.

Values from the calculation:
Highest occupied orbital energy = -8.2 eV
Total charge = 0
Kohn-Sham gap = 8.08 eV
Total energy = -285.292552 Ha
Molar mass = 83.09 u
ΔE to the lowest compared entry with this formula, charge and spin = 76.6 kcal per mole


DFT (ωB97M-V/def2-TZVPD) results for the molecule C4H5NO at a distorted geometry.

Geometry as XYZ:
```
11
Properties=species:S:1:pos:R:3:forces:R:3
O 2.12033 0.55605 -0.22424 0.328 -0.268 -0.230
C 0.81440 0.19951 -0.20411 -0.127 0.002 -0.207
C 0.23555 -1.02844 -0.13757 0.372 0.024 -0.030
C -1.13227 -0.81943 0.16426 0.392 0.179 0.366
C -1.38030 0.53197 0.10452 0.066 -0.073 0.156
N -0.15864 1.14845 -0.12553 0.240 0.008 -0.092
H 2.60063 -0.25847 0.00426 -0.028 0.571 -0.167
H 0.65692 -1.99523 -0.36283 0.355 0.055 0.473
H -1.50016 -1.60721 0.79188 -1.658 -0.185 -0.603
H -2.27935 1.13528 0.10286 0.143 -0.253 0.428
H 0.02289 2.13752 -0.11349 -0.084 -0.062 -0.094
```
Positions in Å, forces in eV/Å.

Values from the calculation:
Highest occupied orbital energy = -7.7 eV
Total charge = 0
Kohn-Sham gap = 8.58 eV
Total energy = -285.376133 Ha
Molar mass = 83.09 u
SMILES = Oc1ccc[nH]1
ΔE to the lowest compared entry with this formula, charge and spin = 24.1 kcal per mole


- Look up the molar mass of the first one.
  83.09 u


- Look up the total energy of the first one.
  -285.292552 Ha